(1)
C49H44AuBGeN6 | ωB97M-V/def2-TZVPD

Computed properties:
* gap between HOMO and LUMO: 8.54 eV
* energy above the lowest of the compared OMol25 structures with the same formula, charge and spin: 0.0 kcal/mol
* highest occupied orbital energy: -7.9475 eV
* charge: 0

```
102
Properties=species:S:1:pos:R:3:forces:R:3:mulliken_charge:R:1
C 0.3052 -4.3753 -1.2550 0.1 0.0 0.0 -0.084
H -0.9320 -5.2801 0.2589 0.0 0.0 0.0 0.591
H 3.8587 0.4717 0.4319 0.0 0.0 0.0 0.440
H 1.6385 5.3830 3.3162 0.0 0.0 0.0 0.181
N 2.0074 2.5142 0.4564 0.1 -0.1 0.2 -0.487
C 0.6991 -2.6368 2.0973 0.1 0.1 0.0 -0.112
H 2.1425 -6.1408 -3.5077 0.0 0.0 0.0 0.413
H 5.4371 -0.8467 -0.9516 0.0 0.0 0.0 0.429
H -0.1430 2.4665 5.9636 0.0 0.0 0.0 0.400
H 2.1787 -2.5118 0.5430 0.0 -0.1 0.1 0.830
C 4.3798 0.9322 -0.3991 0.0 0.0 0.0 -0.138
N 1.3754 3.4002 1.2542 0.0 0.1 -0.1 0.754
C 0.8225 -4.0126 2.3060 0.0 0.0 0.0 -0.616
C -0.3996 -3.8768 4.3496 0.0 0.0 0.0 -0.998
C 1.7098 -0.4433 -1.9077 0.1 0.0 0.2 -2.093
N 0.0113 1.7472 2.6610 0.1 -0.1 0.1 -0.074
C -0.2654 -5.4554 -0.5780 0.0 0.0 0.0 -0.152
H 6.6467 0.2403 -2.8151 0.0 0.0 0.0 0.393
C -0.4862 -2.5088 4.1773 0.0 0.0 0.0 -1.482
H -0.7255 -2.0711 -3.6086 0.0 0.0 0.0 0.787
H -0.0727 -0.4412 -5.3257 0.0 0.0 0.0 0.385
Au 0.5232 1.0444 -0.4885 -0.2 0.0 -0.6 1.736
C 5.7451 2.1582 -2.4773 0.0 0.0 0.0 -0.661
C -3.1528 3.5382 0.0062 0.0 0.0 0.0 -1.370
C 1.1771 -4.6473 -2.3084 0.0 0.0 0.0 -0.622
H 1.1028 -8.0319 -2.2977 0.0 0.0 0.0 0.387
H -1.4247 0.4249 -2.1472 -0.1 -0.4 0.6 -0.683
C 1.4142 0.5075 -4.1036 0.0 0.0 0.0 -1.020
H -2.4499 4.4856 3.0612 0.0 0.0 0.0 0.200
C 4.1525 2.2791 -0.6714 0.0 0.0 0.1 0.466
Ge 0.0238 -2.5202 -0.7004 0.0 -0.1 0.1 2.815
H -2.6768 -1.1020 -3.6125 0.1 0.1 -0.1 0.280
H 1.6879 1.2311 -4.8600 0.0 0.0 0.0 0.458
C -1.8809 -2.2546 -0.3702 -0.2 0.0 -0.5 0.611
C 1.7440 5.6617 2.2673 0.0 0.0 0.0 -1.307
C -0.0303 0.3337 4.3441 0.0 0.0 0.0 -1.728
C -2.4797 4.9283 2.0661 0.0 0.0 0.0 -1.358
C 5.2704 0.2006 -1.1692 0.0 0.0 0.0 -0.340
H -0.8572 -4.3421 5.2126 0.0 0.0 0.0 0.393
H -4.8029 3.0171 -1.9700 0.0 0.0 0.0 0.333
H -4.8181 -3.8572 -0.9757 0.0 0.0 0.0 0.433
H 2.5039 6.4378 2.1933 0.0 0.0 0.0 0.375
C 0.6641 -1.3542 -2.1380 -0.1 0.1 0.0 0.155
C 2.0724 0.4932 -2.8866 0.0 0.1 -0.1 1.005
C 1.2051 -2.0861 0.8093 0.3 0.1 -0.2 0.515
H 4.6753 3.9367 -1.9234 0.0 0.0 0.0 0.459
H -0.2057 3.9457 2.6833 0.0 0.0 0.0 -0.137
C 0.0387 -0.3655 3.1230 0.0 0.0 0.0 0.287
N 0.0748 0.5015 2.1067 -0.1 0.1 0.1 0.754
C 2.1449 4.4951 1.4285 0.0 0.0 0.0 0.820
N -1.1673 3.1457 0.8737 -0.1 0.1 0.0 0.631
C -2.2761 3.9037 1.0011 0.0 0.0 0.0 0.822
C -3.7721 -0.9463 0.3852 -0.1 0.1 -0.5 -0.630
H -1.7177 5.7066 2.0275 0.0 0.0 0.0 0.187
C -4.6461 -1.9466 -0.0162 0.0 0.1 0.0 -0.776
H -5.7105 -1.8402 0.1502 0.0 0.0 0.0 0.377
H -4.1356 3.9442 -0.1512 0.0 0.0 0.0 0.422
C 0.0177 -6.7612 -0.9501 0.0 0.0 0.0 -0.917
C -4.3843 0.1752 -3.7364 0.0 -0.1 0.1 -0.888
C 3.1891 3.0338 0.1437 -0.1 0.1 -0.1 -0.313
H 1.3292 -1.0064 0.8256 -0.1 0.0 0.2 -0.781
C -4.3267 2.1143 -2.3262 0.0 -0.1 0.1 -0.798
H -0.9587 3.4635 4.7567 0.0 0.0 0.0 0.157
B -0.0005 3.0850 1.8872 0.0 0.0 0.1 -1.538
C -0.0902 2.8310 4.9389 0.0 0.0 0.0 -1.403
H 1.6385 -3.8295 -2.8516 0.0 0.0 0.0 0.259
H 2.8859 1.1802 -2.6909 0.0 0.0 0.0 0.204
C 0.4234 -0.4335 -4.3631 0.0 0.0 0.0 -0.734
H 0.3962 -5.7073 3.5428 0.0 0.0 0.0 0.424
C 0.0570 -1.3522 -3.3924 -0.1 0.0 0.0 -0.348
C 5.9514 0.8109 -2.2136 0.0 0.0 0.0 -0.517
C 0.8829 -7.0127 -2.0066 0.0 0.0 0.0 -0.622
C 0.2874 -4.6376 3.4151 0.0 0.0 0.0 -0.735
H -1.7516 -0.3332 0.5889 0.1 0.2 -0.4 0.300
H -0.4365 -7.5843 -0.4129 0.0 0.0 0.0 0.433
C -4.1447 -3.0823 -0.6306 -0.1 -0.1 0.0 -0.822
C 1.4644 -5.9531 -2.6847 0.0 0.0 0.0 -0.682
H -3.4534 5.3956 1.9283 0.0 0.0 0.0 0.406
H 2.3489 -0.5510 -1.0376 0.1 -0.1 0.0 0.431
C -2.7763 -3.2414 -0.7912 0.1 0.0 -0.1 -0.870
C -2.4110 -1.0666 0.1350 0.2 -0.6 1.4 -0.078
H -2.4119 -4.1522 -1.2503 0.0 0.0 0.0 0.395
H -4.8841 -0.4377 -4.4752 0.0 0.0 0.0 0.436
H -1.0173 -1.9252 4.9163 0.0 0.0 0.0 0.474
C -2.5046 2.5255 -0.7152 0.1 0.0 -0.2 0.202
C 0.0774 -1.8511 3.0755 -0.1 0.0 0.0 1.224
H 1.3486 -4.5991 1.5617 0.0 0.0 0.0 0.586
C -0.0433 1.6622 4.0110 0.0 0.0 0.0 0.782
H -5.9454 1.6452 -3.6424 0.0 0.0 0.0 0.396
H -0.0315 -0.0695 5.3412 0.0 0.0 0.0 0.534
N -1.3060 2.3013 -0.1806 0.1 0.0 0.2 -0.260
C -4.9747 1.3400 -3.2733 0.0 0.0 0.0 -0.761
C -2.4859 0.5763 -2.2968 0.3 0.8 -1.3 1.557
H -4.1559 -0.0315 0.8202 0.0 0.0 0.1 0.478
H 0.7929 6.0812 1.9400 0.0 0.0 0.0 0.205
C 3.3167 4.3028 0.7220 0.0 0.0 0.0 -1.266
C 4.8526 2.8904 -1.7081 0.0 0.0 0.0 -0.521
H 4.1634 4.9662 0.6757 0.0 0.0 0.0 0.546
H 0.7987 3.4561 4.8450 0.0 0.0 0.0 0.194
C -3.0757 1.7486 -1.8302 -0.2 -0.2 0.3 0.353
H 6.2764 2.6389 -3.2885 0.0 0.0 0.0 0.406
C -3.1322 -0.1865 -3.2611 -0.2 -0.1 0.2 -0.183
```
Forces are in eV/Å.

(2)
C49H44Cl2FINOPRuSb2 | ωB97M-V/def2-TZVPD

Computed properties:
* spin multiplicity: 2
* gap between HOMO and LUMO (alpha / beta): 5.37 / 5.61 eV
* energy above the lowest of the compared OMol25 structures with the same formula, charge and spin: 91.4 kcal/mol
* highest occupied orbital energy (alpha / beta): -8.7778 / -9.0181 eV
* expectation value of S²: 0.8129
* charge: +1

```
103
Properties=species:S:1:pos:R:3:forces:R:3:mulliken_spin:R:1
H -1.9117 -3.9466 0.9809 0.0 -0.1 0.1 0.000
C -4.1468 -1.1700 0.0403 0.3 0.1 0.0 -0.001
C 0.1245 2.4645 2.9298 0.1 -0.1 -0.2 0.002
H 3.7425 -0.4524 -0.1924 -0.1 0.0 -0.1 0.044
C 3.1107 2.8235 -0.2424 -0.3 -0.1 0.1 -0.188
C 2.0008 -2.4132 -1.6937 -0.1 -0.8 0.2 -0.004
H -0.9517 5.0184 0.2537 0.0 0.1 0.0 0.000
Sb -2.5669 -0.2295 1.1567 0.0 0.6 0.2 0.002
H 5.4200 -0.9774 5.9118 0.1 0.0 0.0 0.000
C -0.6732 3.5396 3.2797 -0.1 0.1 0.0 0.001
H 4.3458 4.2673 -1.2349 0.0 0.1 0.0 0.007
C 0.1193 3.2074 0.6422 0.1 -0.1 0.1 0.009
C 3.0349 -0.3091 3.5188 0.2 0.2 0.1 0.018
C 4.1184 -0.1115 4.4423 -0.2 -0.1 -0.1 0.002
H 2.9799 -6.1606 -2.0976 0.0 -0.1 0.0 0.000
C 3.2786 2.0242 2.9074 -0.2 -0.2 -0.1 -0.021
H 4.4062 -3.2271 5.7726 0.0 -0.1 0.0 0.000
H 2.4301 -3.5683 4.3461 0.0 -0.1 0.0 0.000
C 2.4364 -1.5917 3.5679 -0.4 -0.4 -0.2 0.000
H 2.5378 3.5992 0.2496 0.0 0.0 0.0 0.029
C -6.4697 2.0417 -1.7867 -0.1 -0.1 0.0 0.000
C -3.2705 1.8609 1.0322 0.4 -0.4 0.1 0.000
C -3.4063 -0.5957 3.1085 0.4 -0.1 -0.2 0.000
H -4.4388 -2.0818 0.5530 0.1 -0.1 0.0 0.000
C -2.5533 -3.8877 -2.8294 -0.2 -0.1 0.1 -0.001
C 3.2864 -0.4819 -3.1689 -0.1 -0.3 -0.2 0.010
H -2.7862 2.8160 -2.8717 0.1 0.0 -0.1 0.000
H 4.6915 3.2107 4.0012 0.1 0.0 0.0 -0.001
C -2.3120 -0.2623 -3.4562 0.2 0.0 0.4 -0.004
H -2.4073 2.4805 0.7983 0.0 -0.1 0.1 0.000
H 0.6812 2.6148 -2.9375 0.0 0.0 0.1 0.004
I 0.5719 -2.0827 2.6312 0.6 0.6 -0.5 0.007
C -4.0905 2.1697 -1.3307 -0.3 0.0 0.1 -0.001
C -1.1194 -3.4921 -0.9496 -0.5 -0.1 -0.2 0.001
N 1.6809 -1.1428 -1.4321 -1.5 1.1 0.9 0.025
H -1.6166 5.3444 2.6073 -0.1 0.0 0.0 0.000
C 4.7087 1.1593 4.5936 -0.1 0.2 -0.1 0.003
C 0.5604 2.3076 1.6137 0.0 0.1 0.1 -0.020
C -4.3570 1.9901 0.0352 -0.3 0.0 -0.1 0.000
H 3.6239 0.3262 -3.7998 0.1 0.0 -0.1 0.003
H -4.9638 2.2812 -3.2802 0.0 0.1 -0.1 0.000
H 0.5169 1.2411 -4.0398 0.1 -0.1 0.0 -0.001
H -4.9969 -0.4957 -0.0120 0.0 0.1 0.0 0.000
H 1.8795 0.7710 -2.1819 0.2 0.0 0.1 -0.045
O 0.0856 -3.0605 -0.4071 -0.5 -0.1 0.1 0.007
H 5.5083 1.2708 5.3111 0.1 0.0 0.1 0.000
Cl 0.6280 -6.0167 -0.5259 0.0 0.0 0.1 0.000
H -2.7464 -3.8831 -3.8910 0.0 0.0 -0.1 0.000
C 2.6752 0.7995 2.6959 -0.1 -0.2 -0.2 0.013
C 1.2133 -3.4447 -1.1211 0.7 0.1 -0.3 0.000
H -5.8740 1.7516 1.5190 0.0 0.0 0.1 0.000
C 2.9249 -2.6095 4.3450 -0.4 0.1 -0.3 0.000
C -2.1115 -3.9307 -0.0820 0.3 0.1 -0.1 0.000
H -3.1822 -1.6072 3.4339 0.0 -0.1 0.0 0.000
C 5.0310 2.2464 -1.6076 0.2 -0.2 -0.1 -0.105
H 0.3989 3.0599 -0.3965 0.0 0.1 0.1 -0.005
H -0.5500 -3.1261 -2.9797 0.1 0.0 0.0 0.001
H 5.9180 2.5712 -2.1323 0.1 0.0 0.0 0.003
H 2.9872 2.8689 2.3015 0.0 0.0 0.0 0.001
C -5.1617 2.1654 -2.2226 0.1 0.0 0.0 0.001
C -3.5240 -4.3449 -1.9554 0.1 0.1 0.1 0.000
C -5.6787 1.8664 0.4609 0.1 0.1 -0.1 -0.001
Cl 4.6906 -4.6235 -3.7173 0.2 -0.1 -0.1 0.000
H -2.6020 0.4284 -4.2439 0.0 0.1 0.0 0.000
Sb -1.2196 0.8636 -1.9741 0.2 0.0 -0.3 -0.007
H -2.9913 0.1084 3.8249 0.1 0.0 0.0 0.000
C 4.2688 2.2265 3.8671 0.2 -0.1 0.2 -0.001
C 2.6869 -5.1265 -2.0177 0.0 -0.2 -0.1 0.005
C 4.0368 -2.4122 5.1700 0.2 0.2 0.2 0.001
H -7.7500 1.8326 -0.0766 -0.1 0.0 0.0 0.000
C 3.0461 -2.7972 -2.5893 -0.3 -0.2 0.4 -0.005
H 5.4678 0.1800 -1.8094 0.1 0.0 -0.1 0.009
H -4.4822 -0.4616 3.0484 -0.1 0.0 -0.1 0.000
C -0.6496 4.3019 1.0048 0.0 0.0 0.0 -0.002
H 0.4335 1.7530 3.6851 0.0 0.0 0.1 0.002
F -4.6979 -4.7681 -2.4498 0.0 0.0 0.0 0.000
H -7.2810 2.0621 -2.4990 0.0 0.0 -0.1 0.000
H -3.8150 -1.4174 -0.9650 0.0 -0.1 0.0 0.000
C -2.7243 2.4718 -1.8411 0.6 -0.3 0.3 0.002
C 4.6000 -1.1737 5.2372 -0.1 -0.2 0.0 0.000
Ru 0.0070 -0.5874 0.1375 1.7 -0.8 -0.6 0.075
P 1.6141 0.8810 1.1673 -1.6 0.8 -0.6 -0.004
C 1.5712 -4.7713 -1.2656 0.2 0.2 -0.1 -0.001
H -2.2576 3.2561 -1.2440 0.1 0.0 0.0 0.000
C 2.8323 1.4958 -0.0131 -0.1 -0.2 0.0 0.320
C 3.5294 0.4351 -0.8041 0.1 0.2 0.0 0.031
C -6.7332 1.9113 -0.4323 0.0 -0.1 -0.1 0.000
C -0.0289 1.9469 -3.4201 0.0 -0.2 0.4 -0.004
C -1.3387 -3.4653 -2.3220 0.2 0.1 0.3 0.003
C 3.3813 -4.1433 -2.7015 -0.5 0.0 0.4 0.000
C -1.0328 4.4804 2.3259 0.0 0.0 0.0 -0.002
H -3.2027 -0.7094 -3.0230 0.0 0.0 0.0 0.000
H -1.6774 -1.0414 -3.8685 0.0 0.0 0.0 0.000
H -0.6925 2.5304 -4.0503 -0.2 0.0 0.0 0.000
H -3.6186 2.1020 2.0363 0.1 0.0 0.0 0.000
H -0.9989 3.6562 4.3038 0.0 0.0 0.1 0.000
H 4.1993 -2.0392 -4.2656 0.0 0.0 -0.1 0.001
C 4.7830 0.9274 -1.4373 0.1 0.1 0.2 0.282
C 3.5954 -1.7558 -3.4164 0.0 0.5 -0.1 0.002
C 4.1596 3.2170 -1.0709 0.0 0.1 0.0 0.392
C 2.5112 -0.0956 -1.9524 0.0 0.1 0.3 0.104
C -3.3203 -4.3761 -0.5865 0.0 0.0 -0.2 0.000
H -4.0909 -4.7586 0.0659 -0.1 0.0 0.0 0.000
```
Forces are in eV/Å.

Question: charge of number 2 (C49H44Cl2FINOPRuSb2)?
Answer: +1

Question: Which of these has the highest charge?
Answer: C49H44Cl2FINOPRuSb2

Question: Among the records above, which one has the highest charge?
Answer: C49H44Cl2FINOPRuSb2

Question: The highest energy above the lowest of the compared OMol25 structures with the same formula, charge and spin belongs to which entry?
Answer: C49H44Cl2FINOPRuSb2